1 | Density functional theory data (ωB97M-V/def2-TZVPD) for an isolated molecule of C3H4N2OS.

Geometry as ORCA input:
```
! RIJCOSX wB97M-V def2-TZVPD def2/J DEFGRID3
* xyz 0 1
C -0.753 1.534 -2.182
C -1.282 0.908 0.303
C 0.283 -0.517 0.564
H -1.620 2.200 -2.129
H -0.880 0.888 -3.028
H 0.125 2.137 -2.305
H -2.125 1.634 0.470
N -0.641 0.802 -0.928
N -0.786 0.117 1.212
O 0.274 -0.199 -0.787
S 1.426 -1.453 1.199
*
```

The HOMO-LUMO gap is 8.880 eV. As for the SMILES: Cn1cnc(=S)o1. For the HOMO energy, the calculation gives -0.31092 Ha.

2 | Density functional theory data (ωB97M-V/def2-TZVPD) for a cluster of 2 separate species, C3H4N2OS in total.

Geometry as ORCA input:
```
! RIJCOSX wB97M-V def2-TZVPD def2/J DEFGRID3
* xyz 0 1
C -1.942 -1.379 -0.195
C 1.533 0.700 0.858
C -1.796 -0.196 -0.819
N -2.129 -2.335 0.406
N -1.643 0.867 -1.296
O -1.543 1.929 -1.838
S 1.681 -0.617 -0.444
H 1.204 1.612 0.361
H 2.532 0.772 1.217
H 0.871 0.309 1.539
H 1.233 -1.662 0.212
*
```

The HOMO-LUMO gap is 9.247 eV. As for the SMILES: N#CC#[N+][O-].CS. For the HOMO energy, the calculation gives -0.34288 Ha.

3 | Density functional theory data (ωB97M-V/def2-TZVPD) for an isolated molecule of C3H4N2OS.

Geometry as ORCA input:
```
! RIJCOSX wB97M-V def2-TZVPD def2/J DEFGRID3
* xyz 0 1
C -2.170 0.472 -0.010
C 0.213 0.011 -0.002
C 2.461 -0.292 -0.006
H -1.892 1.504 0.006
H -1.280 -1.383 0.021
H 0.375 1.097 0.017
H 3.217 -1.060 -0.011
N -1.092 -0.382 0.000
N 1.160 -0.856 -0.006
O 2.722 0.881 -0.004
S -3.714 0.009 -0.005
*
```

The HOMO-LUMO gap is 8.641 eV. As for the SMILES: O=C/N=C/NC=S. For the HOMO energy, the calculation gives -0.34576 Ha.

So which one wins? Going from most stable to least: 3, 1, 2.

1 | Density functional theory data (ωB97M-V/def2-TZVPD) for an isolated molecule of C3H4N2OS.

Geometry as ORCA input:
```
! RIJCOSX wB97M-V def2-TZVPD def2/J DEFGRID3
* xyz 0 1
C -2.038 0.262 -0.371
C 0.200 -0.502 0.262
C 2.124 0.729 0.105
H -1.554 1.207 -0.600
H -1.547 -1.575 0.310
H 0.744 -1.396 0.557
H 2.485 1.678 0.524
N -1.144 -0.691 0.102
N 0.756 0.643 0.065
O -3.216 0.017 -0.480
S 3.190 -0.373 -0.472
*
```

The HOMO-LUMO gap is 8.305 eV. As for the SMILES: O=CN/C=N/C=S. For the HOMO energy, the calculation gives -0.33004 Ha.

2 | Density functional theory data (ωB97M-V/def2-TZVPD) for an isolated molecule of C3H4N2OS.

Geometry as ORCA input:
```
! RIJCOSX wB97M-V def2-TZVPD def2/J DEFGRID3
* xyz 0 1
C -0.853 0.890 0.492
C 0.636 -1.677 -0.032
C 0.325 1.281 -0.428
H -0.436 0.541 1.461
H -1.551 1.704 0.724
H 1.105 -2.738 0.056
H 0.219 2.201 -1.007
N -0.561 -1.707 -0.350
N 1.333 0.545 -0.694
O 1.465 -0.606 0.162
S -1.682 -0.434 -0.384
*
```

The HOMO-LUMO gap is 9.256 eV. As for the SMILES: C1=NOC=NSC1. For the HOMO energy, the calculation gives -0.31443 Ha.

So which one wins? Going from most stable to least: 1, 2.

1 | Density functional theory data (ωB97M-V/def2-TZVPD) for an isolated molecule of CH2Cl3P.

Geometry as ORCA input:
```
! RIJCOSX wB97M-V def2-TZVPD def2/J DEFGRID3
* xyz 0 1
C -0.712 0.165 -0.053
P 1.222 0.124 0.864
Cl -1.560 -1.213 0.635
Cl -1.555 1.670 0.354
Cl -0.600 -0.141 -1.824
H 1.806 0.533 -0.284
H 1.400 -1.140 0.308
*
```

The HOMO-LUMO gap is 10.250 eV. As for the SMILES: PC(Cl)(Cl)Cl. For the HOMO energy, the calculation gives -0.37493 Ha.

2 | Density functional theory data (ωB97M-V/def2-TZVPD) for a cluster of 2 separate species, CH2Cl3P in total.

Geometry as ORCA input:
```
! RIJCOSX wB97M-V def2-TZVPD def2/J DEFGRID3
* xyz 0 1
C -3.013 -0.737 -0.129
P 2.046 0.283 0.709
Cl 0.576 1.443 0.111
Cl -1.699 -1.694 -0.397
Cl -2.681 0.903 0.120
H 1.806 -0.914 -0.281
H 2.965 0.714 -0.134
*
```

The HOMO-LUMO gap is 8.362 eV. For the HOMO energy, the calculation gives -0.33878 Ha.

So which one wins? Going from most stable to least: 1, 2.

1 | Density functional theory data (ωB97M-V/def2-TZVPD) for a cluster of 2 separate species, C2H8N2O in total.

Geometry as ORCA input:
```
! RIJCOSX wB97M-V def2-TZVPD def2/J DEFGRID3
* xyz 0 1
C -2.401 0.086 0.815
C 4.230 -0.023 -1.403
N 3.881 0.261 -0.057
N -2.215 -1.280 0.348
O 3.034 -0.378 0.572
H -2.642 0.137 1.869
H -1.597 0.906 0.612
H -3.288 0.366 0.326
H 3.671 -0.854 -1.836
H 4.819 0.637 -2.075
H 4.144 1.163 0.128
H -2.282 -1.132 -0.619
H -1.320 -1.634 0.736
*
```

The HOMO-LUMO gap (alpha / beta) is 9.222 / 9.223 eV. As for the SMILES: C=[NH+][O-].CN. For the HOMO energy (alpha / beta), the calculation gives -0.32805 / -0.32813 Ha.

2 | Density functional theory data (ωB97M-V/def2-TZVPD) for a cluster of 2 separate species, C2H8N2O in total.

Geometry as ORCA input:
```
! RIJCOSX wB97M-V def2-TZVPD def2/J DEFGRID3
* xyz 0 1
C 1.936 0.240 -0.955
O 0.774 -0.514 -1.285
H 1.802 1.295 -1.223
H 2.174 0.224 0.108
H 2.801 -0.142 -1.486
N -0.626 -1.070 1.202
C -1.521 -0.182 1.047
N -1.691 0.556 -0.077
H 0.514 -0.973 -0.459
H -0.591 -1.389 2.161
H -2.240 0.109 1.825
H -2.415 1.245 -0.129
H -0.917 0.599 -0.729
*
```

The HOMO-LUMO gap is 10.415 eV. As for the SMILES: [H]/N=C/N.CO. For the HOMO energy, the calculation gives -0.34766 Ha.

3 | Density functional theory data (ωB97M-V/def2-TZVPD) for a cluster of 2 separate species, C2H8N2O in total.

Geometry as ORCA input:
```
! RIJCOSX wB97M-V def2-TZVPD def2/J DEFGRID3
* xyz 0 1
C -1.116 1.199 -0.671
C -2.008 1.747 0.211
N -2.328 1.159 1.399
N 0.072 0.546 -0.184
H -1.178 1.823 -1.579
H -2.934 2.322 -0.284
H -2.724 0.217 0.969
H -1.634 0.934 2.158
H 0.623 0.712 -1.007
H -0.025 -0.486 -0.484
H 3.809 -3.572 -0.711
H 5.091 -2.981 0.091
O 4.351 -3.619 0.092
*
```

The HOMO-LUMO gap is 9.290 eV. As for the SMILES: N/C=C\N.O. For the HOMO energy, the calculation gives -0.32025 Ha.

So which one wins? Going from most stable to least: 2, 3, 1.

1 | Density functional theory data (ωB97M-V/def2-TZVPD) for a cluster of 2 separate species, C4H3I in total.

Geometry as ORCA input:
```
! RIJCOSX wB97M-V def2-TZVPD def2/J DEFGRID3
* xyz 0 1
C -0.503 2.765 0.693
C -0.528 1.656 0.248
C -0.614 -0.717 -0.095
C 0.008 0.481 -0.243
I 2.460 -2.204 0.394
H -0.174 -1.469 -0.650
H -1.346 -0.971 0.642
H 0.697 0.458 -0.989
*
```

The HOMO-LUMO gap (alpha / beta) is 6.736 / 6.944 eV. For the HOMO energy (alpha / beta), the calculation gives -0.37723 / -0.36831 Ha.

2 | Density functional theory data (ωB97M-V/def2-TZVPD) for a cluster of 2 separate species, C4H3I in total.

Geometry as ORCA input:
```
! RIJCOSX wB97M-V def2-TZVPD def2/J DEFGRID3
* xyz 0 1
C -0.770 0.244 0.039
C 0.114 -0.720 -0.008
C -1.691 1.145 0.043
C 0.977 -1.594 -0.019
I 3.906 0.210 -0.062
H -2.728 0.899 -0.144
H -1.485 2.188 0.241
H 1.677 -2.373 -0.089
*
```

The HOMO-LUMO gap (alpha / beta) is 8.781 / 5.333 eV. For the HOMO energy (alpha / beta), the calculation gives -0.35739 / -0.30076 Ha.

So which one wins? Going from most stable to least: 2, 1.

1 | Density functional theory data (ωB97M-V/def2-TZVPD) for an isolated molecule of C4H3I.

Geometry as ORCA input:
```
! RIJCOSX wB97M-V def2-TZVPD def2/J DEFGRID3
* xyz 0 1
C -1.054 -0.226 -0.087
C -0.716 -1.465 -0.235
C 0.383 0.075 -0.361
C 1.372 -0.405 0.397
I 3.387 -0.017 -0.020
H -1.815 0.522 0.005
H 0.586 0.687 -1.231
H 1.203 -1.039 1.251
*
```

The HOMO-LUMO gap is 9.403 eV. For the HOMO energy, the calculation gives -0.34247 Ha.

2 | Density functional theory data (ωB97M-V/def2-TZVPD) for a structure of composition C4H3I.

Geometry as ORCA input:
```
! RIJCOSX wB97M-V def2-TZVPD def2/J DEFGRID3
* xyz 0 1
C -0.497 -0.270 0.347
C 0.914 -0.410 0.364
C 0.355 -0.450 -0.915
C -2.021 0.954 -0.218
I -3.767 -0.129 -0.609
H -1.258 -0.268 1.048
H 1.709 -0.603 0.973
H -1.690 1.331 -1.235
*
```

The HOMO-LUMO gap (alpha / beta) is 7.288 / 7.288 eV. For the HOMO energy (alpha / beta), the calculation gives -0.31352 / -0.31355 Ha.

3 | Density functional theory data (ωB97M-V/def2-TZVPD) for an isolated molecule of C4H3I.

Geometry as ORCA input:
```
! RIJCOSX wB97M-V def2-TZVPD def2/J DEFGRID3
* xyz 0 1
C -0.229 -1.868 1.068
C 0.005 -0.874 0.538
C 0.074 0.503 0.267
C 0.228 0.977 -1.006
I 0.313 2.981 -1.642
H -0.261 -2.905 1.403
H -0.307 1.009 1.187
H 0.177 0.176 -1.815
*
```

The HOMO-LUMO gap is 9.347 eV. As for the SMILES: C#C/C=C/I. For the HOMO energy, the calculation gives -0.32856 Ha.

So which one wins? Going from most stable to least: 3, 1, 2.

1 | Density functional theory data (ωB97M-V/def2-TZVPD) for a cluster of 2 separate species, C3H10N2O2 in total.

Geometry as ORCA input:
```
! RIJCOSX wB97M-V def2-TZVPD def2/J DEFGRID3
* xyz 0 1
C 0.185 -0.429 1.049
C 1.734 0.419 -0.637
C 0.363 -1.844 0.626
N -1.486 0.872 0.108
N 0.895 0.571 0.547
O -2.671 1.634 0.244
O -1.348 0.568 -1.314
H -2.532 2.452 -0.262
H -2.102 -0.010 -1.509
H 0.250 1.407 0.489
H -0.367 -0.203 1.950
H 2.321 1.328 -0.758
H 1.116 0.278 -1.527
H 2.415 -0.422 -0.516
H 1.395 -2.182 0.757
H -0.293 -2.501 1.192
H 0.124 -1.940 -0.439
*
```

The HOMO-LUMO gap is 7.378 eV. For the HOMO energy, the calculation gives -0.24994 Ha.

2 | Density functional theory data (ωB97M-V/def2-TZVPD) for a cluster of 2 separate species, C3H10N2O2 in total.

Geometry as ORCA input:
```
! RIJCOSX wB97M-V def2-TZVPD def2/J DEFGRID3
* xyz 0 1
N 1.694 1.882 -2.095
C 1.707 0.412 -2.052
C 0.515 -0.178 -1.285
N -0.806 0.255 -1.690
C -1.789 -0.137 -0.604
O 0.794 -0.961 -0.329
H 0.899 2.409 -2.513
H 2.202 2.445 -1.434
H 2.708 0.080 -1.508
H 1.731 0.039 -3.124
H -1.052 1.230 -1.958
H -1.794 -1.360 -0.567
H -2.853 0.119 -0.792
H -1.203 0.168 0.331
H -0.449 -1.541 6.262
H -1.332 -2.807 6.378
O -0.972 -2.055 6.979
*
```

The HOMO-LUMO gap is 9.754 eV. As for the SMILES: CNC(=O)CN.O. For the HOMO energy, the calculation gives -0.33235 Ha.

3 | Density functional theory data (ωB97M-V/def2-TZVPD) for a cluster of 2 separate species, C3H10N2O2 in total.

Geometry as ORCA input:
```
! RIJCOSX wB97M-V def2-TZVPD def2/J DEFGRID3
* xyz 0 1
O -0.105 3.023 1.459
C 0.009 2.328 0.493
C -0.871 1.104 0.248
N -0.023 -0.081 0.253
C -0.727 -1.303 -0.211
N -0.533 -2.363 0.749
H 0.793 2.476 -0.262
H -1.786 1.066 0.839
H -1.160 1.212 -0.809
H 0.182 -0.319 1.215
H -0.358 -1.631 -1.190
H -1.768 -0.981 -0.312
H -0.867 -3.270 0.437
H 0.450 -2.444 0.942
H 2.710 0.284 -1.914
H 1.657 0.168 -0.809
O 2.397 0.732 -1.128
*
```

The HOMO-LUMO gap is 10.455 eV. As for the SMILES: NCNCC=O.O. For the HOMO energy, the calculation gives -0.35729 Ha.

4 | Density functional theory data (ωB97M-V/def2-TZVPD) for a cluster of 2 separate species, C3H10N2O2 in total.

Geometry as ORCA input:
```
! RIJCOSX wB97M-V def2-TZVPD def2/J DEFGRID3
* xyz 0 1
C -1.269 -0.726 -0.560
C 0.665 -1.031 -2.001
N -0.039 -0.135 -1.097
O -1.831 0.177 0.333
H -0.016 0.829 0.691
H -0.302 0.713 -1.596
H -0.984 -1.669 -0.068
H -2.008 -0.932 -1.353
H 1.518 -0.507 -2.432
H 1.026 -1.889 -1.434
H 0.041 -1.404 -2.823
C 1.340 1.602 2.158
O -0.513 0.293 2.463
N 0.357 0.904 1.733
H -1.485 -0.004 1.325
H 2.013 2.044 1.442
H 1.487 1.737 3.219
*
```

The HOMO-LUMO gap is 10.253 eV. As for the SMILES: C=[NH+][O-].CNCO. For the HOMO energy, the calculation gives -0.34326 Ha.

So which one wins? Going from most stable to least: 3, 2, 4, 1.

1 | Density functional theory data (ωB97M-V/def2-TZVPD) for a cluster of 2 separate species, C3H10N2O2 in total.

Geometry as ORCA input:
```
! RIJCOSX wB97M-V def2-TZVPD def2/J DEFGRID3
* xyz 0 1
C -2.617 -0.876 0.316
C -2.256 0.379 0.239
C -0.679 0.793 -0.558
N 0.160 1.156 0.549
N 2.638 -0.985 0.025
O 1.429 1.644 0.083
O -0.179 -0.297 -1.227
H -2.002 -1.660 -0.094
H 1.957 0.827 -0.032
H -3.545 -1.183 0.773
H -2.788 1.240 0.594
H -0.915 1.579 -1.284
H -0.241 1.933 1.069
H 3.336 -0.782 0.731
H 3.119 -1.124 -0.856
H 2.204 -1.862 0.277
H 0.380 -0.781 -0.605
*
```

The HOMO-LUMO gap is 9.637 eV. As for the SMILES: C=C[C@H](O)NO.N. For the HOMO energy, the calculation gives -0.33002 Ha.

2 | Density functional theory data (ωB97M-V/def2-TZVPD) for a cluster of 2 separate species, C3H10N2O2 in total.

Geometry as ORCA input:
```
! RIJCOSX wB97M-V def2-TZVPD def2/J DEFGRID3
* xyz 0 1
C 1.219 0.284 -2.354
C -1.546 -0.402 2.688
C 0.454 -0.855 -2.362
N -0.127 0.479 -0.184
N -0.465 0.409 2.146
O -0.888 0.976 0.887
O 2.438 0.290 -1.753
H 2.692 1.193 -1.534
H 0.787 0.229 0.207
H -0.312 1.224 2.736
H 0.843 1.233 -2.710
H -1.694 -1.268 2.041
H -2.491 0.143 2.782
H -1.241 -0.746 3.677
H -0.312 -0.488 -0.913
H -0.333 -0.904 -3.100
H 0.974 -1.798 -2.254
*
```

The HOMO-LUMO gap is 9.115 eV. As for the SMILES: C=CO.CNON. For the HOMO energy, the calculation gives -0.30584 Ha.

So which one wins? Going from most stable to least: 1, 2.